1.
This record from the OMol25 dataset describes C16H39BaBr3CuNO10P2 as an isolated structure. The level of theory is ωB97M-V/def2-TZVPD.

Properties
net charge = +2
highest occupied orbital energy = -14.53 eV
gap between HOMO and LUMO = 7.60 eV
LUMO = -0.2547 Eh

XYZ file:
```
73
Properties=species:S:1:pos:R:3:forces:R:3
Cu 1.127792 2.450973 -2.693593 -0.776 -1.618 0.875
Ba 3.289192 2.563083 0.375397 -0.083 -1.978 0.371
O 1.855852 0.943683 -1.208873 -0.156 1.888 -0.594
H 1.053142 0.400423 -1.331573 0.621 0.524 0.151
C 5.736802 -0.024167 1.985537 -2.547 -2.813 0.269
O 5.458222 0.919283 1.280887 0.013 3.429 -0.976
N 5.025282 -1.165337 1.784207 1.554 0.101 0.002
C 5.365222 -2.380537 2.530597 -0.416 0.847 0.644
C 3.872742 -1.228347 0.899067 0.116 0.289 -0.035
H 6.333582 -0.025177 2.910777 0.530 0.120 -0.578
H 5.021132 -3.261217 1.988287 0.136 0.082 0.204
H 4.857582 -2.236557 3.484367 -0.144 -0.884 0.185
H 6.430062 -2.424187 2.759287 -0.031 -0.113 -0.360
H 3.004702 -1.449317 1.520177 -0.157 -0.238 -0.196
H 3.688112 -0.279437 0.395487 0.146 -0.151 0.223
H 3.989722 -1.948357 0.089127 0.073 -0.263 0.251
C 0.829222 -2.539547 -1.378863 0.554 -0.231 -0.138
Br 0.690572 -3.522327 0.354337 -0.068 0.288 -1.368
Br -0.779888 -2.502527 -2.558863 1.251 -0.253 1.026
Br 2.499742 -3.085147 -2.359993 -1.385 0.288 0.628
H 1.022502 -1.510567 -1.075643 -0.117 -0.361 -0.197
C -0.699718 1.519873 6.286567 0.499 -0.763 -0.762
C -0.873708 1.828873 4.784177 -1.530 0.392 1.962
O 0.373932 1.983643 4.074547 0.915 -0.897 -1.750
P 0.906632 0.823723 3.053207 -5.037 -0.811 4.017
O 2.163762 1.050443 2.372077 1.939 1.267 -1.373
O 0.924312 -0.471937 4.058167 -1.109 1.733 -3.271
C 2.116772 -0.979397 4.578557 0.894 -1.507 1.502
C 2.080132 -2.546407 4.568087 0.012 1.184 -0.162
O -0.403018 0.672443 2.122637 1.842 1.209 2.621
C -0.401538 -0.129207 0.996047 -0.084 -1.387 -1.762
C -1.628948 -1.029007 1.037887 0.315 0.394 -0.511
H -1.663008 1.522243 6.796637 -0.130 -0.047 -0.278
H -0.303258 0.504883 6.313407 0.130 -0.020 0.568
H -0.061268 2.195903 6.855307 0.152 0.084 -0.404
H -1.581358 1.107113 4.376247 0.701 -0.479 -0.460
H -1.501158 2.720173 4.785457 0.796 0.693 -0.800
H 3.021822 -0.649757 4.068347 -0.150 0.160 -0.430
H 2.145972 -0.510697 5.562207 0.423 -0.599 0.404
H 1.177612 -2.980707 4.998147 0.002 0.323 0.133
H 2.118392 -2.854147 3.523127 0.048 -0.140 -0.072
H 2.946012 -2.960407 5.084767 0.000 0.099 0.011
H -0.324748 0.541383 0.140177 -0.643 -0.006 -0.230
H 0.503102 -0.730987 0.909017 0.207 -0.221 0.430
H -1.627278 -1.726357 0.200147 0.000 0.074 0.004
H -1.601918 -1.610107 1.959667 -0.203 0.098 0.016
H -2.521878 -0.410567 0.946747 -0.084 -0.136 0.275
C -5.073618 -0.901497 -1.235933 1.634 0.035 0.742
C -4.291798 -0.408447 -2.485193 -1.401 -0.416 0.134
O -3.014298 0.169873 -2.135513 1.667 1.982 -0.977
P -2.300338 1.257323 -3.150053 -2.643 -2.405 0.257
O -1.063658 1.893193 -2.662233 1.192 0.207 0.292
O -3.514468 2.277363 -3.335993 1.436 -1.749 1.247
C -3.243178 3.474163 -3.981003 -1.153 2.406 -0.814
C -3.690578 3.396753 -5.388693 0.106 0.222 -1.196
O -2.095958 0.420123 -4.515393 0.386 0.733 0.857
C -0.936738 0.573233 -5.379053 0.651 0.879 -0.831
C -0.769208 -0.627227 -6.314773 -1.504 0.335 1.244
H -4.410378 -1.538177 -0.650393 0.154 -0.570 -0.287
H -5.248948 -0.147997 -0.468083 -0.367 0.640 -0.577
H -5.989498 -1.471567 -1.391763 0.130 0.264 -0.571
H -4.074688 -1.234837 -3.161983 -0.162 -0.079 0.038
H -4.902938 0.324263 -3.012203 0.149 0.047 -0.070
H -3.908618 4.253653 -3.609933 -0.011 -0.198 0.900
H -2.261098 3.932323 -3.863933 0.438 -0.821 0.186
H -4.776628 3.323903 -5.446043 0.053 -0.051 0.011
H -3.389728 4.355993 -5.809943 -0.122 -0.111 -0.581
H -3.270128 2.563973 -5.952433 0.170 0.106 -0.084
H -0.999538 1.508043 -5.936083 -0.805 0.042 -0.345
H -0.011628 0.807863 -4.852543 -0.012 -0.781 0.910
H 0.259482 -0.704187 -6.666873 -0.339 -0.211 -0.109
H -1.130668 -1.464947 -5.718383 0.835 -0.499 0.061
H -1.548088 -0.608877 -7.077083 0.504 0.345 -0.504
```
Positions in Å, forces in eV/Å.

---

2.
This record from the OMol25 dataset describes a 2-piece molecular cluster, C2H8NSi overall. The level of theory is ωB97M-V/def2-TZVPD.

Properties
net charge = +1
highest occupied orbital energy = -14.36 eV
gap between HOMO and LUMO = 10.50 eV
ΔE to the lowest compared entry with this formula, charge and spin = 56.4 kcal per mole
LUMO = -0.1417 Eh

XYZ file:
```
12
Properties=species:S:1:pos:R:3:forces:R:3
C -0.675246 1.077211 0.419973 0.108 -1.100 -0.849
C 0.102934 0.060777 -0.432213 3.170 2.990 -3.740
N 1.393661 -0.528080 0.133691 1.213 -3.012 -0.979
Si -1.633503 -0.451850 -0.073973 -0.251 1.657 -2.639
H -0.458593 1.024528 1.454767 0.284 0.349 1.101
H -0.754162 2.055281 -0.023830 -0.237 0.144 0.224
H 0.602033 0.759477 -1.640727 -2.007 -2.583 3.667
H 1.558198 -1.607729 -0.197610 -1.059 2.871 1.605
H 1.526368 -0.384733 1.150215 -0.436 -0.597 -0.383
H 2.275119 -0.176558 -0.259631 -0.507 0.834 -0.162
H -1.550184 -1.486551 0.865554 -0.401 -1.095 0.974
H -2.386626 -0.341770 -1.396216 0.123 -0.459 1.181
```
Positions in Å, forces in eV/Å.

---

3.
This record from the OMol25 dataset describes C10H19NOSiSn as an isolated structure. The level of theory is ωB97M-V/def2-TZVPD.

Properties
net charge = 0
highest occupied orbital energy (spin up / spin down) = -7.68 / -7.68 eV
gap between HOMO and LUMO (spin up / spin down) = 6.82 / 6.82 eV
LUMO (spin up / spin down) = -0.0316 / -0.0316 Eh

XYZ file:
```
33
Properties=species:S:1:pos:R:3:forces:R:3
C 0.337996 0.789717 -2.410950 -0.560 -0.438 -0.126
C -0.805687 1.552927 -2.075146 -0.293 -0.233 -0.506
C -1.812725 0.710106 -1.538858 0.898 -0.695 -0.413
C -1.282787 -0.636743 -1.496113 -0.189 1.223 -0.844
C 0.064057 -0.584703 -2.086518 -0.390 0.521 -0.647
Sn 0.292439 -0.256982 0.162509 2.236 -2.178 0.347
N 2.282569 -0.514898 0.614163 -2.430 0.620 -1.041
C 1.368606 1.209971 1.895275 -0.291 1.666 0.759
C 0.134733 1.662539 1.328738 1.486 -0.478 0.225
H -2.849437 0.984153 -1.340908 0.486 -0.063 0.273
H -0.952160 2.614238 -2.315108 0.222 -0.523 0.352
H -1.824267 -1.542664 -1.248431 0.116 0.190 0.011
H 0.663787 -1.467474 -2.353564 -0.267 0.592 0.284
H 1.265102 1.162520 -2.861587 -0.496 -0.222 0.338
H 0.160491 2.464041 0.580078 0.047 -0.358 0.348
H 2.295688 1.700229 1.607935 -0.268 -0.350 0.100
H 2.827546 -1.165103 0.006857 -0.228 0.622 0.900
H -0.801656 1.497927 1.854458 0.134 -0.121 0.030
H 1.372296 0.639084 2.830154 0.031 0.058 -0.584
C -1.297821 -2.489255 3.896488 -0.293 0.027 0.243
Si -0.456029 -2.834344 2.250013 -0.002 -0.222 0.003
C 1.342149 -3.233056 2.584876 0.368 -0.096 0.028
C -1.243308 -4.333125 1.413145 -0.227 -0.026 -0.030
O -0.726276 -1.530478 1.281797 -0.087 0.012 0.291
H -1.368937 -3.359082 4.573889 0.114 0.240 -0.356
H -2.325891 -2.141350 3.708338 0.235 -0.081 0.066
H -0.784576 -1.690929 4.455225 -0.077 -0.173 -0.195
H 1.371879 -4.081068 3.285134 -0.045 0.107 -0.076
H 1.912834 -3.537319 1.694447 -0.265 0.152 0.161
H 1.903811 -2.410093 3.047124 -0.207 -0.101 -0.139
H -2.275175 -4.085691 1.114954 0.256 -0.091 0.085
H -0.703710 -4.633884 0.501999 -0.072 0.146 0.234
H -1.293286 -5.215905 2.069780 0.058 0.273 -0.123
```
Positions in Å, forces in eV/Å.

---

| no. | total energy (Ha) |
| --- | --- |
| 1 | -11510.62394 |
| 2 | -424.86055 |
| 3 | -1026.10366 |